ORCA calculation (wB97M-V/def2-TZVPD) on 7 unconnected molecules or ions with the total composition C43H93F3N9O6S.

```
155
Properties=species:S:1:pos:R:3:forces:R:3
C -0.310480 1.504498 1.472563 1.73 -0.29 -1.35
F 0.965653 1.953875 1.835854 -2.19 -0.60 -0.14
F -0.966042 1.026410 2.510659 0.12 0.35 0.43
F -1.003512 2.531898 0.947484 0.66 -0.67 0.45
S -0.092304 0.112571 0.153560 1.07 0.69 -1.70
O 0.646820 -1.023808 0.723064 -0.68 1.07 0.02
O -1.455376 -0.181608 -0.227474 -0.68 -0.27 0.50
O 0.626664 0.801512 -0.942244 -0.26 -0.51 1.33
C -7.776208 1.675260 1.541642 0.31 -0.05 -0.14
C -6.476621 1.089606 0.950762 -0.54 -1.23 -0.09
N -6.207647 -0.441986 1.341017 0.98 0.58 -0.02
C -7.365567 -1.337143 0.822299 0.37 1.41 0.99
C -4.903004 -1.030655 0.730226 -0.72 -0.94 0.15
C -4.893890 -1.140604 -0.818501 -0.07 0.73 0.15
C -6.115475 -0.605163 2.890503 0.26 0.02 0.26
C -4.938407 0.094021 3.680870 -1.89 -0.24 -1.72
O -4.996949 1.456725 3.368413 -0.28 -0.39 0.42
C -4.220816 2.225844 4.251395 1.30 1.46 -0.12
H -7.919181 1.676115 2.622227 0.56 -0.35 0.05
H -8.673779 1.229366 1.113105 0.10 0.12 -0.18
H -7.752112 2.739647 1.307980 -0.16 -0.01 -0.31
H -5.602952 1.709944 1.150721 -0.01 -0.55 0.48
H -6.559792 1.013193 -0.133369 -0.25 0.18 0.02
H -7.064629 -2.381489 0.905205 -0.22 0.17 0.32
H -7.650286 -1.120583 -0.207327 0.39 0.25 0.06
H -8.172986 -1.007801 1.476303 -0.30 -0.79 -0.18
H -4.933846 -2.027076 1.171010 0.13 -0.23 -0.15
H -4.013511 -0.599843 1.189892 -0.22 0.72 -0.43
H -5.265011 -2.046136 -1.298466 -0.47 -0.21 0.74
H -3.903242 -1.054562 -1.264949 0.23 0.40 0.53
H -5.502644 -0.321471 -1.201309 0.15 0.00 -0.32
H -6.057676 -1.675377 3.089016 0.03 -0.10 -0.20
H -7.056933 -0.278411 3.332062 0.00 0.18 -0.38
H -4.007501 -0.386481 3.379826 0.45 0.12 0.26
H -5.151436 -0.016081 4.744163 0.10 -0.56 0.04
H -4.702428 3.130417 4.622757 -0.60 -0.19 -0.28
H -3.378636 2.574346 3.653591 0.40 0.12 0.25
H -3.824932 1.741383 5.143964 -0.22 -0.60 -0.14
C 3.771035 -0.381372 0.886935 -0.53 0.40 -0.98
C 4.660706 -1.387046 0.191244 0.08 -0.76 1.09
N 5.673844 -2.116669 1.104828 -0.73 -0.57 0.47
C 6.593570 -1.119883 1.798604 0.44 -0.70 -1.10
C 4.975802 -2.780122 2.375734 -0.77 -0.12 -0.56
C 3.891643 -3.860959 2.129571 0.73 -0.07 -1.36
C 6.402959 -3.161079 0.134056 1.22 1.32 1.41
C 7.698999 -3.729408 0.779502 -0.11 -0.97 0.01
O 7.455886 -4.504135 1.935223 -0.51 -0.94 -0.24
C 7.296592 -5.928953 1.705342 0.08 -0.24 0.20
H 4.228082 0.571854 1.152585 0.44 -0.43 0.75
H 3.087245 -0.825274 1.610459 0.44 0.29 0.22
H 3.100202 0.002402 0.118289 -0.32 -0.31 -0.30
H 5.170319 -0.944773 -0.664784 0.37 -0.09 0.27
H 4.075127 -2.232178 -0.170624 -0.24 0.18 -0.21
H 5.982564 -0.418997 2.367398 0.16 -0.07 -0.24
H 7.203145 -0.652127 1.025474 -0.14 0.31 0.11
H 7.273747 -1.664197 2.453727 -0.21 0.04 0.03
H 4.519169 -1.971285 2.946151 0.18 0.27 -0.29
H 5.811074 -3.142232 2.975148 -0.18 -0.34 -0.30
H 3.015298 -3.583845 1.543620 -0.08 0.97 0.10
H 3.477109 -4.324044 3.025008 0.59 0.13 0.20
H 4.299063 -4.620393 1.462225 0.29 -0.49 0.49
H 6.667603 -2.572695 -0.744507 0.15 0.18 0.10
H 5.708371 -3.911684 -0.243103 -0.17 -0.05 0.70
H 8.493966 -3.040236 1.064411 -0.58 0.80 -0.05
H 8.237091 -4.327107 0.043749 -0.34 -0.22 -0.46
H 7.328028 -6.468120 2.652127 0.24 0.49 0.17
H 8.068241 -6.362734 1.069347 0.32 0.40 0.00
H 6.352808 -6.246794 1.262221 -0.40 0.61 -0.24
C -3.106895 0.259736 -4.051473 0.74 0.43 -0.36
C -3.469073 1.768126 -4.118166 0.87 -0.89 -1.15
N -2.340033 2.670459 -3.558958 0.50 -0.33 0.36
C -2.514807 4.136268 -4.064270 -0.49 -1.24 0.67
C -2.295384 2.584571 -2.031925 -0.75 0.41 0.02
C -3.665275 2.679591 -1.310647 0.11 -0.59 -0.09
C -0.902325 2.149921 -4.106293 -1.62 0.26 0.21
C 0.358469 2.885778 -3.713505 -0.73 0.58 0.32
O 0.316281 4.208835 -4.169794 -0.33 0.27 -0.89
C 1.557266 4.866365 -4.303509 0.62 -0.30 0.03
H -2.235272 0.157258 -4.697904 -0.09 -0.40 -0.02
H -3.846682 -0.426920 -4.462951 -0.39 0.52 -0.01
H -2.814651 -0.140669 -3.080711 -0.11 0.36 0.27
H -4.493205 1.932141 -3.782991 0.49 0.71 0.80
H -3.493856 2.044661 -5.172214 -0.05 -0.08 -0.11
H -1.942741 4.810665 -3.427078 0.21 -0.29 -0.32
H -3.565399 4.406549 -3.957921 -0.01 -0.18 -0.21
H -2.187501 4.125404 -5.103919 -0.11 0.32 0.21
H -1.612904 3.400146 -1.792830 -0.04 -0.24 0.51
H -1.907338 1.608210 -1.741688 0.50 0.21 -0.26
H -3.570409 2.803529 -0.231880 0.59 0.87 -0.07
H -4.120186 1.690805 -1.251840 -0.17 -0.21 -0.82
H -4.391230 3.381618 -1.720842 0.20 0.12 0.10
H -1.030224 2.175268 -5.188465 0.03 -0.06 0.00
H -0.773493 1.125248 -3.757671 -0.27 0.15 0.06
H 1.126800 2.280959 -4.195144 0.43 0.08 -0.05
H 0.503108 2.876906 -2.633183 0.18 -0.30 0.16
H 2.261081 4.376414 -4.976337 -0.04 -0.72 0.01
H 2.010965 4.911773 -3.313467 0.22 0.45 -0.03
H 1.464631 5.831487 -4.801567 -0.64 0.16 0.56
C -2.397907 -4.069851 -0.319959 -0.22 1.45 0.73
C -1.087745 -4.512488 -0.906809 0.77 -0.45 -0.75
N -0.512353 -3.573989 -1.865352 2.15 2.60 -2.18
C -1.085977 -3.256661 -3.059897 0.76 2.84 -1.35
C -0.284266 -2.231973 -3.711970 -1.31 -2.79 1.73
N 0.840996 -2.085928 -2.948999 -2.05 -3.48 3.44
C 0.692091 -2.916822 -1.815894 -1.27 0.67 -1.33
C 1.994622 -1.302763 -3.236201 0.38 0.66 -0.63
H -2.215361 -3.078748 0.095353 0.05 0.24 0.29
H -2.754516 -4.672030 0.515692 0.24 -0.37 -0.27
H -3.236689 -3.879530 -0.989536 0.24 -0.60 -0.44
H -1.159618 -5.404271 -1.529426 0.00 -0.52 0.72
H -0.264711 -4.541221 -0.192734 -0.49 -0.80 0.47
H -2.050309 -3.677428 -3.303677 0.12 0.17 -0.30
H -0.406444 -1.667381 -4.624496 -0.12 -0.35 -0.02
H 1.353222 -3.006903 -0.966661 0.13 0.27 -0.29
H 2.885677 -1.925950 -3.312100 -0.07 0.05 0.14
H 2.073979 -0.514389 -2.487687 0.17 0.07 -0.14
H 1.787846 -0.908578 -4.231176 0.42 0.37 0.10
C 1.126048 -1.113632 3.604102 1.62 -0.15 0.49
C -0.296877 -1.582058 3.658813 -0.54 0.15 -0.04
N -0.259578 -3.070623 3.798233 -1.43 -2.60 1.04
C 0.248384 -4.012289 2.873517 -0.75 0.43 1.47
C 0.094835 -5.295938 3.407525 1.04 2.61 0.27
N -0.408853 -5.141165 4.699616 -1.18 3.25 -1.60
C -0.760541 -3.790459 4.861181 2.22 -1.51 -1.57
C -0.641412 -6.227809 5.654824 -0.20 0.05 -0.68
H 1.424331 -0.074560 3.464603 -1.06 0.22 -0.28
H 1.642191 -1.655974 2.811917 -0.03 -0.03 0.07
H 1.637574 -1.336497 4.540462 -0.08 -0.39 0.17
H -0.874444 -1.264476 2.790684 0.23 -0.65 -0.28
H -0.882175 -1.175174 4.483421 0.32 -0.23 0.37
H 0.664267 -3.544792 1.993229 0.05 -0.69 -0.21
H 0.538998 -6.197935 3.013166 -0.40 -0.17 0.24
H -1.278650 -3.372232 5.711506 0.16 -0.10 0.05
H -1.597307 -6.028349 6.139173 0.38 -0.16 0.43
H 0.244679 -6.286293 6.286899 -0.44 -0.19 0.29
H -0.756769 -7.118180 5.036748 0.09 -0.14 0.37
C 2.304747 3.880506 -0.530059 0.65 0.69 1.04
C 3.371859 4.943794 -0.188593 -0.47 -1.45 1.30
N 3.611652 5.768513 -1.303612 1.51 4.75 -3.37
C 4.479876 5.552424 -2.416808 -1.60 1.84 -0.24
C 4.337524 6.676465 -3.276958 0.78 -1.47 1.51
N 3.510254 7.589083 -2.693767 -1.06 -2.56 3.97
C 3.127477 7.055063 -1.457436 0.58 -1.10 -1.85
C 3.066868 8.886830 -3.201916 0.68 -0.07 -0.20
H 2.764987 3.128257 -1.170692 -0.45 -0.22 0.12
H 1.413278 4.324637 -0.972919 0.18 0.09 -0.24
H 1.986980 3.524567 0.449952 0.04 -0.71 -0.33
H 4.304489 4.499828 0.159516 0.13 -0.32 -0.48
H 3.108578 5.500299 0.710908 -0.43 0.55 -0.43
H 5.061150 4.644183 -2.477010 -0.03 0.22 -0.21
H 4.876571 6.995590 -4.156712 0.00 -0.54 -0.14
H 2.505464 7.545346 -0.723180 -0.05 0.04 -0.18
H 3.647806 9.639099 -2.668345 -0.18 0.23 -0.32
H 1.995915 9.031622 -3.059807 0.18 -0.14 -0.01
H 3.324956 8.841864 -4.259963 -0.18 0.55 0.06
```
Forces are in eV/Å.

## Properties
**Spin multiplicity**: 1
**HOMO energy**: -18.94 eV
**Kohn-Sham gap**: 0.3457 hartree
**Charge**: +5

Atomic partial charges in e from the Mulliken method, atoms 1 to 6: C -0.03; F -0.22; F 0.02; F -0.16; S 0.03; O 0.56

=====

ORCA calculation (wB97M-V/def2-TZVPD) on 5 unconnected molecules or ions with the total composition C43H94BrNO3S.

```
143
Properties=species:S:1:pos:R:3:forces:R:3
C -1.442681 5.621332 6.232584 -0.06 0.00 0.01
C -2.705399 6.208020 5.596771 0.06 0.00 -0.03
C -3.232747 5.496265 4.328186 -0.03 0.05 -0.03
C -2.215566 4.706310 3.485584 -0.04 0.05 0.05
C -2.492493 4.770602 1.979369 0.02 -0.02 -0.05
C -1.940006 3.566767 1.205459 0.03 0.08 -0.03
C -2.867023 2.341802 1.243318 -0.08 -0.02 -0.06
C -2.166141 0.978036 1.227662 -0.07 0.00 0.02
C -1.255376 0.703270 2.442153 0.06 -0.01 0.04
C -1.712195 -0.466235 3.340616 0.04 0.03 0.00
C -2.140636 -0.044753 4.751979 -0.17 -0.03 0.10
C -3.004747 -1.131309 5.369680 -0.10 0.04 0.00
O -2.148684 -2.235199 5.692972 0.16 -0.09 -0.13
S -1.418236 -2.053556 7.089856 -0.08 0.14 0.04
O -0.173469 -2.741657 6.965057 -0.23 -0.02 0.12
O -2.364266 -2.384919 8.115784 0.23 -0.04 -0.12
C -1.146305 -0.252589 7.186269 -0.02 -0.10 0.12
C 0.016542 -0.059336 8.206876 -0.03 0.09 -0.05
C -0.259866 -0.789574 9.530737 -0.04 -0.06 0.01
C 0.380458 1.404719 8.509585 0.10 -0.01 0.09
C -0.694481 2.245912 9.208050 -0.13 -0.04 -0.08
C -0.102271 3.264122 10.180500 0.09 0.06 -0.02
C -1.040100 0.433848 5.789245 -0.12 0.01 0.00
N -1.152635 1.867916 6.013011 0.02 0.04 0.04
Br 0.790968 0.157951 5.132611 -0.05 -0.05 -0.29
H -1.288375 6.041788 7.229013 -0.01 -0.03 -0.05
H -1.503303 4.536470 6.338106 -0.01 -0.02 0.06
H -0.544919 5.841130 5.651741 -0.06 -0.03 -0.01
H -3.500987 6.209806 6.347186 0.01 0.02 -0.07
H -2.519250 7.261270 5.365611 0.03 -0.06 0.00
H -4.051610 4.824067 4.607842 0.07 0.01 -0.05
H -3.689581 6.251391 3.679795 0.00 -0.02 0.08
H -1.205867 5.082410 3.671063 0.01 -0.11 -0.05
H -2.222166 3.653409 3.794433 0.04 0.05 0.05
H -3.572748 4.849715 1.807804 0.05 -0.05 -0.03
H -2.050161 5.689643 1.581138 -0.09 0.00 0.05
H -1.782161 3.860526 0.163319 0.04 -0.10 0.05
H -0.947491 3.316838 1.599767 -0.04 0.00 0.01
H -3.538825 2.407941 2.111050 0.16 -0.06 0.03
H -3.519174 2.383437 0.363885 -0.07 0.05 0.13
H -1.598445 0.886990 0.297078 0.06 0.03 0.03
H -2.937460 0.201181 1.176448 0.07 0.06 -0.05
H -1.199931 1.614251 3.047226 0.03 0.00 -0.02
H -0.230434 0.522736 2.113440 -0.04 -0.01 0.02
H -0.955214 -1.250240 3.395651 0.02 0.04 0.04
H -2.594216 -0.933803 2.886733 0.09 0.04 0.02
H -2.791250 0.828620 4.609292 0.04 -0.05 0.12
H -3.540549 -0.817901 6.270533 -0.02 0.05 -0.08
H -3.741498 -1.503097 4.658554 0.07 -0.03 0.03
H -2.072383 0.114348 7.646228 0.05 0.00 -0.04
H 0.895201 -0.528897 7.759684 -0.04 0.05 0.01
H -1.242050 -0.550002 9.943794 0.06 -0.01 -0.02
H -0.206762 -1.872867 9.428080 0.01 0.08 0.03
H 0.498071 -0.487744 10.256916 -0.04 -0.01 -0.03
H 1.260000 1.352033 9.164170 -0.08 -0.03 -0.03
H 0.700265 1.911269 7.601388 0.03 0.01 0.02
H -1.282228 2.772587 8.451180 0.03 -0.06 0.03
H -1.392706 1.599912 9.750556 0.02 0.07 -0.02
H 0.791091 3.732207 9.755467 -0.08 0.00 0.00
H 0.192239 2.788310 11.119470 0.03 0.01 -0.07
H -0.809357 4.062575 10.415428 0.00 -0.07 0.03
H -2.109714 2.078699 6.286688 0.03 0.03 0.02
H -0.974440 2.365536 5.146589 0.01 -0.01 0.00
C 0.959690 -3.704929 2.884783 0.04 0.05 -0.04
C 1.923275 -3.595781 1.707503 -0.01 -0.01 0.02
C 1.721573 -2.329270 0.876262 0.01 0.03 0.02
C 0.340095 -2.200082 0.233442 -0.01 0.04 -0.01
C -0.060572 -3.365577 -0.669024 -0.01 0.00 -0.02
C 0.877032 -3.563271 -1.855001 -0.02 -0.03 0.00
H -0.078889 -3.752005 2.552004 -0.02 0.00 0.01
H 1.151535 -4.596671 3.481669 0.02 0.01 0.00
H 1.063652 -2.837551 3.541256 -0.05 0.00 0.05
H 1.829109 -4.478737 1.068675 0.00 0.00 -0.01
H 2.950230 -3.603828 2.081250 0.00 -0.01 0.01
H 2.490541 -2.282444 0.100241 0.00 0.00 -0.01
H 1.890065 -1.455790 1.516741 -0.01 -0.01 0.00
H 0.317339 -1.277402 -0.355595 -0.01 0.04 -0.01
H -0.416766 -2.077163 1.013022 -0.02 0.00 0.03
H -1.074758 -3.186171 -1.037743 0.00 -0.01 0.00
H -0.112588 -4.289240 -0.085933 0.00 0.00 0.01
H 0.923410 -2.659635 -2.468269 0.02 0.00 0.00
H 0.536364 -4.381060 -2.491943 0.01 0.01 -0.01
H 1.892271 -3.799797 -1.532904 0.00 0.00 0.01
C 1.540767 1.801417 -0.291014 -0.01 0.00 0.01
C 1.015797 3.012128 -1.053463 0.00 0.00 0.01
C 2.020754 3.595456 -2.045118 0.00 0.00 -0.01
C 3.321114 4.096450 -1.412748 0.01 0.00 -0.01
C 3.135278 5.138386 -0.310235 0.00 0.01 0.00
C 2.438679 6.409956 -0.782394 0.00 -0.01 0.01
H 2.414326 2.051953 0.313416 0.00 0.00 0.00
H 0.781793 1.402922 0.384011 0.00 -0.01 -0.01
H 1.829606 1.001076 -0.976536 0.02 -0.01 0.00
H 0.709185 3.782340 -0.339875 0.00 0.02 -0.02
H 0.109586 2.730754 -1.597846 0.00 0.00 0.01
H 1.543079 4.411191 -2.594603 0.01 0.00 0.00
H 2.267292 2.834263 -2.792183 0.00 -0.01 0.00
H 3.948601 4.522463 -2.202062 0.00 0.01 0.01
H 3.882165 3.249777 -1.008391 0.00 -0.01 -0.01
H 4.117659 5.394245 0.094889 0.00 0.01 0.00
H 2.573151 4.702743 0.521125 0.01 -0.01 0.00
H 2.994248 6.877594 -1.598419 -0.01 0.00 -0.01
H 2.356682 7.138408 0.025343 0.01 0.00 0.00
H 1.429143 6.206434 -1.143677 0.00 0.00 0.00
C 1.542044 -6.064857 -7.470641 0.01 0.03 0.00
C 0.394007 -6.549110 -6.593726 0.00 0.03 0.00
C -0.970179 -6.046042 -7.066190 0.00 0.00 -0.01
C -1.103547 -4.521988 -7.125788 0.00 0.00 -0.01
C -0.797898 -3.800031 -5.814756 0.01 0.00 0.01
C -1.715587 -4.200886 -4.665280 0.03 0.04 0.02
H 1.607721 -4.975143 -7.459388 0.04 -0.01 -0.01
H 2.502971 -6.454823 -7.133099 -0.01 -0.02 0.01
H 1.398777 -6.376388 -8.508177 0.00 0.01 -0.01
H 0.570261 -6.233261 -5.561243 -0.02 -0.01 0.01
H 0.378191 -7.641724 -6.575938 0.01 0.00 -0.01
H -1.746698 -6.460641 -6.417758 -0.01 0.02 0.00
H -1.168283 -6.445974 -8.065852 0.01 -0.02 0.01
H -2.122633 -4.274812 -7.440260 0.00 0.01 0.01
H -0.446309 -4.128126 -7.906758 -0.01 -0.01 -0.01
H -0.879887 -2.722619 -5.982910 0.00 0.00 0.01
H 0.242583 -3.979282 -5.526843 0.01 0.01 -0.01
H -2.761426 -4.002897 -4.910788 0.00 -0.02 -0.01
H -1.472205 -3.640470 -3.761414 -0.03 -0.01 0.01
H -1.624209 -5.262159 -4.427629 0.00 0.00 0.00
C 2.828945 -1.730340 -8.059699 -0.01 0.01 -0.01
C 1.559556 -1.650200 -8.900926 0.00 -0.01 0.02
C 1.480854 -2.720810 -9.988127 -0.04 -0.05 0.01
C 2.598225 -2.668511 -11.031487 0.01 0.01 0.01
C 2.716505 -1.339671 -11.776645 0.00 0.00 -0.01
C 1.464737 -0.968144 -12.564078 0.01 0.00 0.01
H 3.724023 -1.574100 -8.663989 0.00 0.00 0.00
H 2.829785 -0.976031 -7.271815 0.00 -0.01 0.01
H 2.917929 -2.710244 -7.584087 0.01 0.00 -0.01
H 1.478562 -0.655657 -9.348854 -0.01 0.00 -0.01
H 0.689116 -1.757089 -8.247048 0.00 0.01 0.00
H 0.510028 -2.650212 -10.486584 0.00 0.00 -0.01
H 1.499810 -3.706894 -9.511576 0.00 0.01 -0.01
H 2.429807 -3.469184 -11.758769 0.00 0.01 -0.01
H 3.555592 -2.894301 -10.554060 0.00 0.00 0.01
H 3.567377 -1.399476 -12.460206 0.00 0.01 0.00
H 2.954512 -0.538298 -11.071203 0.01 -0.01 0.01
H 1.219927 -1.744002 -13.293089 -0.01 0.00 0.01
H 1.602998 -0.032227 -13.106752 0.00 -0.01 -0.01
H 0.599622 -0.842870 -11.910983 0.00 0.00 0.00
```
Forces are in eV/Å.

## Properties
**Spin multiplicity**: 1
**SMILES string**: CCCCCCCCCC[C@H]1COS(=O)(=O)[C@@H]([C@H](C)CCC)[C@@]1(N)Br.CCCCCC.CCCCCC.CCCCCC.CCCCCC
**HOMO energy**: -10.00 eV
**Kohn-Sham gap**: 0.3794 hartree

Atomic partial charges in e from the Mulliken method, atoms 1 to 6: C -0.74; C -0.53; C -0.91; C 1.14; C -1.62; C 0.00